Run a
DFT (ωB97M-V/def2-TZVPD) results for a 18-piece molecular cluster, C20H73F3N32O19 overall.

Geometry (Å):
H (4.33, 4.25, -6.50)
N (10.09, 1.47, 2.33)
O (-8.69, -2.83, -7.56)
O (0.30, -0.21, 0.66)
O (-7.72, -5.57, -0.17)
C (-10.07, 0.11, -2.64)
F (-0.60, -0.44, -2.04)
N (2.91, -5.00, 5.43)
N (1.60, -7.68, -1.73)
N (-1.09, -0.32, 7.28)
H (0.35, 6.83, 3.58)
O (1.55, 4.33, 5.01)
H (7.12, -3.92, -3.57)
H (5.35, 3.70, -4.51)
O (-3.55, 3.11, -9.35)
N (1.24, 9.16, -3.95)
H (5.51, -0.31, 6.66)
N (4.93, 8.70, 0.87)
O (5.21, 1.27, -6.48)
H (-5.85, -7.39, -1.90)
N (-9.36, 0.86, -3.38)
H (-5.86, 4.79, 1.59)
O (4.79, -4.61, 4.49)
C (4.03, -5.41, 4.96)
H (11.81, 1.13, -0.18)
O (1.83, 7.57, -5.35)
N (-6.42, -7.10, -1.13)
H (8.60, -2.72, -0.89)
H (-3.34, -8.89, 3.79)
H (-6.58, -1.48, 2.59)
O (-0.43, -7.64, -2.69)
H (-5.23, 3.54, 5.31)
H (-3.57, 2.41, -6.34)
H (4.39, 6.36, 1.16)
C (1.58, -0.90, 0.45)
H (9.41, 1.86, 2.97)
F (-1.47, 1.37, -1.23)
H (-1.79, -8.25, 3.26)
F (-2.72, -0.37, -1.47)
H (12.10, 0.60, 1.51)
H (1.22, 9.91, -4.63)
H (-11.65, -1.05, -2.56)
C (5.40, 0.88, 8.06)
H (-0.53, 0.02, 8.05)
H (4.23, 3.01, -7.74)
O (-1.49, -2.36, 8.07)
N (-8.25, -0.73, -8.27)
O (6.41, 0.45, 8.63)
N (1.50, 7.16, -3.24)
H (4.90, 9.59, 0.40)
O (6.04, -4.37, -1.43)
H (1.76, -1.40, 1.40)
H (-7.63, -4.49, -2.34)
N (4.62, 1.65, 8.70)
H (3.99, 0.69, 6.65)
C (0.62, -7.09, -2.47)
H (3.74, -7.36, 5.55)
H (-11.41, -0.30, -4.15)
H (-9.12, -0.65, -8.78)
H (-1.13, -6.40, 3.04)
H (1.62, -1.61, -0.37)
H (4.32, 8.41, 1.62)
C (1.00, 5.05, 4.15)
H (-9.55, 0.83, -4.37)
C (1.50, 7.94, -4.25)
C (-7.96, -1.86, -7.66)
O (-9.69, 0.00, -1.51)
N (-2.07, -6.07, 3.22)
C (2.52, 0.23, 0.37)
C (-3.10, -6.87, 3.63)
H (8.63, -3.46, -2.86)
N (-2.04, 2.24, -8.12)
C (-3.21, 2.76, -8.29)
H (4.86, 2.05, 9.60)
N (1.01, 6.36, 4.18)
N (-7.11, -5.35, -2.27)
H (-2.33, -5.10, 3.15)
O (-7.51, -1.59, 2.76)
H (-2.57, -1.02, 5.61)
H (-1.22, 0.29, 6.49)
N (-5.54, 4.23, 2.36)
N (4.93, 0.47, 6.94)
N (0.94, -5.84, -2.85)
H (1.33, 7.44, -2.29)
H (5.08, -7.07, 4.54)
H (-4.96, 3.41, 2.23)
N (-3.97, 2.65, -7.24)
H (1.86, 6.23, -3.43)
H (1.42, 6.77, 5.01)
H (-7.52, -0.04, -8.34)
O (9.68, 2.10, 0.31)
C (5.56, 7.73, 0.26)
C (-1.72, -1.44, 7.34)
H (10.80, 1.04, 2.90)
H (-1.02, -1.64, 0.05)
O (-1.92, -0.24, 1.23)
H (3.83, 1.97, 8.16)
N (4.29, -6.68, 5.04)
H (1.81, -5.49, -2.48)
H (1.28, 9.59, -3.03)
N (-2.67, -1.52, 6.48)
O (-6.24, 5.38, 4.08)
N (-4.90, 3.65, 4.37)
C (-1.04, -0.57, 0.21)
H (5.97, 2.07, -4.29)
N (11.58, 1.09, 0.80)
H (2.53, -7.29, -1.70)
H (-6.17, -7.55, -0.26)
H (-0.25, 5.27, 2.62)
N (4.50, 3.30, -6.81)
N (-2.77, -8.13, 3.44)
H (-1.71, 1.76, -7.30)
H (-3.06, -2.45, 6.47)
C (7.13, -3.78, -1.67)
N (5.47, 2.75, -4.84)
N (7.63, -3.55, -2.78)
H (3.53, -0.16, 0.27)
C (10.37, 1.50, 1.04)
H (-6.25, -0.92, -7.41)
H (2.42, 0.87, 1.24)
H (7.33, -3.42, 0.19)
H (-1.46, 2.45, -8.92)
N (0.30, 4.61, 3.16)
H (-6.54, -2.43, -6.55)
H (-4.73, 3.28, -7.44)
H (-7.97, -1.16, 2.03)
H (-8.57, 1.32, -2.94)
H (-7.72, -2.51, 2.59)
C (-1.40, 0.02, -1.10)
H (0.31, 3.70, 2.73)
H (2.18, -5.25, 6.08)
H (1.30, -8.40, -1.09)
C (-7.13, -6.02, -1.11)
H (2.23, 0.95, -0.39)
H (5.71, 5.72, 0.20)
C (-5.55, 4.54, 3.63)
N (-6.82, -1.72, -7.22)
N (-11.15, -0.42, -3.18)
H (0.20, -5.29, -3.27)
H (2.99, -4.03, 5.15)
O (6.36, 7.91, -0.65)
C (5.08, 2.37, -6.05)
H (-6.81, -5.83, -3.11)
N (5.18, 6.51, 0.54)
N (7.82, -3.33, -0.69)
O (-4.18, -6.47, 4.06)
H (-4.23, 3.18, 3.77)

The lowest unoccupied orbital energy comes out at -2.621 eV. For the orbital gap, the calculation gives 3.6 eV. Its spin multiplicity is 1.

Run b
DFT (ωB97M-V/def2-TZVPD) results for a 18-piece molecular cluster, C20H73F3N32O19 overall.

Geometry (Å):
H (-0.67, 3.34, 2.17)
H (-6.68, 4.66, 3.31)
H (-1.66, 1.88, -3.39)
H (4.99, -2.81, 0.25)
H (1.46, 2.15, -2.14)
H (1.06, -1.38, 3.29)
O (-2.26, 8.27, -1.09)
H (1.51, -5.57, -2.76)
N (-1.84, 2.46, -2.58)
H (-6.40, 1.50, 0.56)
N (2.10, -3.49, -3.40)
O (4.57, -3.58, -1.93)
H (-1.87, 6.34, 2.77)
N (-2.99, -3.05, 1.72)
N (-0.50, -5.61, 0.49)
N (1.72, -5.54, -3.75)
C (4.97, -4.26, -1.01)
H (2.65, -3.83, -2.62)
H (4.72, -6.12, -1.70)
F (-2.71, -0.94, -5.31)
H (-0.19, 0.58, -0.21)
H (-5.22, -2.72, 2.05)
H (1.86, -0.74, -5.24)
O (-0.05, -3.11, 1.14)
N (-4.53, 0.66, 1.60)
O (6.70, 1.64, 1.81)
H (5.38, -6.00, -0.13)
C (-2.27, 7.16, -0.62)
H (5.06, 1.75, 0.23)
O (-2.84, 2.94, -0.59)
H (1.16, 0.79, -5.87)
O (-5.84, -0.90, 2.54)
H (-0.27, 7.13, 2.49)
C (1.70, -4.35, -4.25)
H (2.62, 3.33, -1.96)
C (-2.76, -4.53, -2.09)
N (-4.94, -3.69, 2.12)
H (1.33, -6.23, -4.38)
H (2.21, -3.56, 1.32)
C (-5.04, 4.13, 2.23)
H (-4.34, 1.27, 0.81)
N (-4.96, 3.75, 1.02)
C (1.44, 0.23, -4.97)
H (-5.69, -4.36, 2.03)
H (-3.52, 7.71, 0.80)
O (1.40, -4.06, -5.38)
H (7.10, 4.39, 0.48)
H (-1.50, 5.30, -0.32)
N (-1.57, 6.08, -0.97)
N (5.37, -3.73, 0.12)
C (-2.52, 2.18, -1.52)
H (1.07, -0.37, -0.14)
H (2.64, 1.39, 4.36)
H (2.55, -2.35, 2.55)
H (2.80, 0.49, -3.28)
H (7.98, 3.63, 1.81)
H (5.58, -0.38, 0.37)
H (2.35, -2.58, -3.76)
C (-0.28, 5.18, 2.65)
O (-3.37, -5.47, -1.64)
N (-6.59, 0.70, 1.14)
H (-1.28, -3.70, -3.08)
N (7.30, 3.59, 1.06)
C (-1.62, 1.08, 3.73)
C (1.28, 3.06, -0.42)
H (5.43, -0.25, -1.30)
H (0.07, 1.96, 4.34)
H (4.44, -0.91, 1.61)
H (-3.48, 0.37, -1.02)
H (-7.52, 0.37, 1.34)
C (-5.62, 0.07, 1.76)
H (3.42, 0.60, -4.95)
H (5.54, -4.44, 0.82)
N (-3.12, 6.88, 0.38)
H (-2.01, -3.07, 1.47)
N (-0.06, -7.44, -0.54)
C (-3.72, -4.06, 1.90)
H (-0.29, -4.63, 0.62)
H (-3.36, -2.23, 2.18)
N (1.90, -2.80, 1.92)
C (2.62, 0.89, -4.28)
H (2.40, 4.66, -0.37)
N (-6.37, 4.36, 2.40)
N (2.52, -0.65, 4.66)
H (-0.98, -7.82, -0.38)
H (-1.74, 3.46, -2.74)
N (-1.79, -4.56, -2.95)
H (0.01, -0.61, -1.29)
N (4.46, -0.47, -1.49)
H (-0.06, -1.73, -4.68)
H (-1.28, -5.98, 1.02)
N (-2.45, 1.92, 4.31)
O (0.50, 0.06, -3.84)
H (3.88, -0.35, -2.31)
O (1.55, -5.84, -0.28)
H (1.90, 0.03, 5.09)
H (-2.25, -2.61, -1.93)
H (-2.10, 4.31, 2.09)
O (-1.05, -1.29, -2.85)
H (5.34, 3.44, -0.27)
N (-2.87, 0.89, -1.64)
N (1.75, 4.12, 0.17)
H (0.19, 0.30, 3.70)
H (-7.10, 4.23, 1.71)
H (-5.71, 3.96, 0.38)
C (3.80, -0.70, -0.34)
N (4.95, -5.53, -0.91)
H (-3.98, 3.61, 0.83)
H (-0.92, 6.04, -1.75)
O (-3.49, -5.20, 1.70)
C (0.40, -6.26, -0.17)
N (5.46, 2.67, 0.37)
H (1.46, 4.53, 1.05)
H (-3.83, 0.31, 2.24)
C (-0.48, -0.93, -4.08)
F (-1.90, 0.94, -4.68)
H (3.50, 1.59, 2.83)
H (-2.01, 2.59, 4.92)
O (2.56, -0.70, -0.08)
N (0.32, -1.56, 2.62)
H (-3.34, 5.92, 0.56)
C (-1.47, -0.23, -5.12)
H (-3.35, -3.46, -0.74)
H (-3.43, 1.88, 4.06)
C (3.32, -0.23, 3.77)
H (2.82, -1.41, 5.26)
N (3.00, 1.01, 3.49)
H (2.33, 1.95, -4.31)
O (-4.13, 4.20, 2.98)
C (0.65, -2.58, 1.90)
O (4.17, -0.87, 3.18)
N (4.67, -0.75, 0.64)
O (0.14, -0.30, -0.40)
N (-1.14, 4.21, 2.38)
H (-0.63, -1.27, 2.78)
N (-0.34, 1.10, 4.02)
F (-0.88, -0.13, -6.26)
N (-0.88, 6.34, 2.61)
N (-2.84, -3.36, -1.60)
H (0.63, -8.02, -1.01)
H (-1.45, -5.50, -3.10)
O (-2.01, 0.25, 3.02)
O (0.36, 2.36, 0.00)
C (6.52, 2.55, 1.02)
O (0.95, 5.04, 2.57)
H (-2.27, 0.20, -2.06)
N (1.89, 2.81, -1.50)

The lowest unoccupied orbital energy comes out at -0.595 eV. For the orbital gap, the calculation gives 7.3 eV. Its spin multiplicity is 1.

Most favorable first, least favorable last: run b, run a

Run a
DFT (ωB97M-V/def2-TZVPD) results for a single CHFI2S molecule.

Geometry (Å):
H (-0.21, -0.55, 1.06)
F (-0.53, -1.24, -0.93)
S (0.88, 1.26, -0.33)
I (-2.44, 0.79, 0.16)
I (2.90, -0.04, 0.10)
C (-0.59, -0.23, -0.05)

The lowest unoccupied orbital energy comes out at -1.014 eV. For the orbital gap, the calculation gives 8.1 eV. Its spin multiplicity is 1.

Run b
DFT (ωB97M-V/def2-TZVPD) results for CHFI2S as an isolated structure.

Geometry (Å):
F (0.23, -1.49, -0.05)
I (2.21, 0.91, -1.45)
H (0.27, 0.23, 1.28)
S (-0.10, 0.98, -0.92)
I (-2.37, -0.36, 0.72)
C (-0.24, -0.27, 0.41)

The lowest unoccupied orbital energy comes out at -0.786 eV. For the orbital gap, the calculation gives 8.3 eV. Its spin multiplicity is 1.

Most favorable first, least favorable last: run b, run a

Run a
DFT (ωB97M-V/def2-TZVPD) results for C3H6FNO2 as an isolated structure.

Geometry (Å):
H (1.42, -1.02, -0.87)
O (2.04, 0.72, -0.03)
C (-0.48, -0.02, 0.05)
H (-1.41, -2.09, 0.02)
H (1.88, 1.59, 0.60)
C (0.98, -0.28, -0.04)
N (-1.08, 0.99, 0.65)
C (-1.29, -1.08, -0.66)
H (-2.24, -0.72, -1.00)
O (-0.16, 1.78, 1.22)
F (-0.58, -1.38, -1.82)
H (-0.55, 2.76, 1.01)
H (1.46, -1.25, 0.87)

The lowest unoccupied orbital energy comes out at 0.405 eV. For the orbital gap, the calculation gives 9.7 eV. Its spin multiplicity is 1.

Run b
DFT (ωB97M-V/def2-TZVPD) results for a 2-piece molecular cluster, C3H6FNO2 overall.

Geometry (Å):
H (-1.63, -0.90, -1.11)
O (1.88, -0.62, -0.95)
F (0.45, 2.16, -0.57)
H (0.18, -1.41, -1.49)
N (1.35, -0.16, 0.05)
H (-0.36, 0.24, -1.82)
H (-0.80, -0.74, 1.60)
C (-0.60, -0.62, -1.18)
C (-0.66, 0.33, 1.26)
H (-0.02, 0.92, 1.90)
C (-0.04, 0.04, 0.02)
H (-1.73, 0.64, 1.21)
O (1.97, 0.12, 1.08)

The lowest unoccupied orbital energy (alpha / beta) comes out at -2.552 / -2.552 eV. For the orbital gap (alpha / beta), the calculation gives 8.5 / 8.5 eV. Its spin multiplicity is 1.

Run c
DFT (ωB97M-V/def2-TZVPD) results for a single C3H6FNO2 molecule.

Geometry (Å):
H (-0.04, -1.71, 1.42)
C (-0.40, 0.64, -1.13)
H (0.26, 1.39, -0.87)
H (-1.32, 0.90, -0.71)
O (-1.93, -1.77, 0.14)
O (-1.31, -2.05, -1.98)
C (0.06, -0.71, -0.52)
H (0.01, 0.03, 1.43)
F (0.99, -1.29, -1.35)
C (0.39, -0.79, 0.91)
H (1.47, -0.65, 1.08)
N (-1.23, -1.64, -0.84)
H (-0.58, 0.47, -2.13)

The lowest unoccupied orbital energy comes out at 0.422 eV. For the orbital gap, the calculation gives 11.2 eV. Its spin multiplicity is 1.

Most favorable first, least favorable last: run c, run a, run b

Run a
DFT (ωB97M-V/def2-TZVPD) results for a single C21H30N2O3 molecule.

Geometry (Å):
H (5.19, -3.01, -0.60)
C (5.30, -1.03, 1.62)
H (-8.54, 0.43, -0.60)
C (-4.20, -0.50, 0.92)
H (-5.65, -1.85, -1.52)
C (-0.67, 0.18, -1.60)
H (-0.61, -0.92, -2.05)
H (-1.13, 1.19, 1.56)
C (-1.35, 1.35, 0.26)
H (-3.71, -1.94, -0.26)
H (-2.35, 1.80, 0.25)
N (0.83, 1.81, -0.48)
H (3.62, 1.04, 1.95)
H (7.39, -1.21, 0.64)
H (-1.42, -0.91, 2.38)
C (-4.41, -1.27, 0.03)
H (6.60, -2.17, -1.47)
H (3.30, 1.42, -1.32)
C (-6.47, 0.55, 0.83)
H (1.09, 1.14, -2.24)
C (-5.25, 0.55, 1.42)
H (1.64, -0.12, -1.13)
C (6.50, -1.90, 0.72)
H (5.77, 0.94, 0.41)
H (-8.27, -1.26, -1.01)
C (3.26, 1.73, -0.40)
C (-0.39, 2.27, -0.19)
C (-5.50, -1.10, -0.66)
C (2.08, 2.48, -0.03)
C (-7.87, -0.21, -1.04)
H (2.86, -0.15, 0.46)
C (0.93, 0.68, -1.33)
H (3.99, -1.20, -1.30)
H (3.95, 2.64, -0.11)
O (-1.11, -2.32, -0.53)
H (-7.68, 0.17, -1.95)
H (-0.13, 3.10, 0.50)
C (4.96, 0.07, 0.44)
H (-2.38, -2.17, 1.67)
O (1.87, 3.34, 0.95)
H (6.61, -3.06, 1.22)
C (5.74, -2.14, -0.56)
H (-0.80, 2.73, -1.11)
H (-5.04, 1.37, 2.07)
C (-6.48, -0.25, -0.35)
H (5.52, -0.19, -1.70)
H (5.74, -0.45, 2.11)
H (4.47, -1.77, 1.70)
C (4.99, -0.85, -1.07)
C (3.50, 0.70, 0.83)
N (-1.17, 0.20, -0.29)
C (-1.52, -1.02, 0.08)
O (-3.04, -0.31, 1.82)
C (-2.11, -0.99, 1.59)
H (-7.14, 1.44, 0.79)
H (-1.29, 0.94, -2.33)

The lowest unoccupied orbital energy comes out at 0.467 eV. For the orbital gap, the calculation gives 9.1 eV. Its spin multiplicity is 1.

Run b
DFT (ωB97M-V/def2-TZVPD) results for a single C21H30N2O3 molecule.

Geometry (Å):
C (-1.22, -3.09, 0.04)
H (-0.25, 4.13, 1.83)
H (-4.52, 0.15, -1.86)
H (-0.54, -4.89, 0.98)
H (2.01, 4.15, 1.14)
H (-2.69, -4.63, 1.74)
C (0.55, -1.60, -0.63)
H (6.24, 0.54, 0.83)
C (5.03, 0.80, -1.02)
H (-2.88, 0.50, -2.42)
H (3.14, 3.21, 0.16)
H (-3.98, -0.14, 1.13)
C (1.12, 2.54, 0.02)
H (-0.79, 1.41, -1.30)
N (3.35, -0.93, -0.25)
H (0.83, -0.68, -1.13)
C (-3.52, 0.41, -1.53)
O (3.79, -3.14, -0.40)
H (-2.60, -5.44, 0.14)
O (-2.56, -3.37, 0.09)
C (-0.61, 4.17, 0.80)
C (1.10, -3.67, 0.42)
O (-1.61, -0.94, -1.12)
C (-3.56, 1.76, -0.78)
C (2.98, -2.23, -0.28)
H (1.38, 1.68, -0.57)
C (-1.20, 2.31, -0.82)
H (-2.50, -1.06, 1.44)
C (2.26, 3.15, 0.78)
C (1.52, -2.48, -0.16)
C (4.71, -0.52, -0.38)
C (-0.81, -1.87, -0.54)
H (-1.69, 4.19, 0.81)
H (-4.07, -4.56, 0.61)
C (-0.14, 2.98, 0.02)
H (4.55, 1.10, 1.13)
H (-1.08, 0.79, 1.05)
H (2.50, 2.53, 1.65)
H (4.21, 1.42, -1.34)
C (-2.14, 1.02, 1.02)
C (-2.98, -4.57, 0.68)
H (-4.41, 1.77, -0.09)
H (-0.24, 5.09, 0.35)
H (-2.42, 1.46, 1.99)
H (-3.53, -1.62, -0.76)
H (-1.50, 3.01, -1.60)
H (1.84, -4.37, 0.78)
C (-2.94, -0.70, -0.65)
H (2.66, -0.21, -0.08)
N (-2.37, 2.03, -0.01)
H (5.34, -1.38, -0.58)
H (-3.71, 2.57, -1.50)
C (-2.94, -0.27, 0.82)
C (5.24, 0.61, 0.46)
C (-0.25, -3.96, 0.53)
H (5.89, 0.86, -1.66)

The lowest unoccupied orbital energy comes out at 0.685 eV. For the orbital gap, the calculation gives 8.9 eV. Its spin multiplicity is 1.

Most favorable first, least favorable last: run b, run a